No. 1
Entry from OMol25: C7H8N2O4SSn as an isolated structure at a distorted geometry (the ωB97M-V functional and the def2-TZVPD basis).

HOMO energy (alpha / beta), Ha: -0.5457 / -0.5316
Gap between HOMO and LUMO (alpha / beta), eV: 5.77 / 5.30
Charge: +2
ΔE to the lowest compared entry with this formula, charge and spin, kJ/mol: 876.1

Each line ends with the Mulliken charge.
Geometry (Å):
Sn: -0.02150 -0.91797 -1.78563  1.82
O: -0.02514 2.23883 -1.75923  -0.25
C: -0.02401 1.06889 -1.83023  -0.23
C: -0.01914 -2.97509 -1.84964  0.03
O: -0.01764 -4.15734 -1.75302  -0.20
C: 1.99838 -0.94360 -1.87685  0.01
O: 3.17066 -0.94941 -1.81536  -0.17
C: -2.04101 -0.94828 -1.87590  0.02
O: -3.21380 -0.95666 -1.81369  -0.17
H: -0.02227 -0.50134 -3.68962  0.24
H: -0.02137 -1.40418 -3.68620  0.20
S: -0.01890 -1.80670 0.53157  -0.25
C: 0.00309 -0.11323 1.25004  0.07
N: 1.08362 0.44339 1.60401  -0.05
C: 0.79945 1.61642 2.43330  -0.44
C: -0.73628 1.61641 2.46722  -0.44
N: -1.05988 0.44961 1.64584  -0.05
H: 2.08224 0.13633 1.42850  0.29
H: 1.19667 2.49999 1.95993  0.31
H: 1.21170 1.47684 3.41966  0.32
H: -1.15213 2.50652 2.01510  0.31
H: -1.10712 1.47445 3.46863  0.32
H: -2.06560 0.14613 1.51156  0.29

---

No. 2
Entry from OMol25: a 7-piece molecular cluster, C28H77N7O7 overall at a distorted geometry (the ωB97M-V functional and the def2-TZVPD basis).

HOMO energy (alpha / beta), Ha: 0.0207 / -0.2497
Gap between HOMO and LUMO (alpha / beta), eV: 1.71 / 8.99
Charge: -1
ΔE to the lowest compared entry with this formula, charge and spin, kJ/mol: 179.8
Spin multiplicity: 2

Each line ends with the Mulliken charge.
Geometry (Å):
C: 1.95751 -4.63915 -1.12069  -1.12
C: 0.45154 -4.94937 -1.37487  0.86
C: -0.05764 -4.46094 -2.68439  -0.91
O: -1.38481 -4.88799 -3.05875  0.15
C: -1.82527 -4.83004 -4.41873  -1.43
N: 0.42548 -6.39078 -1.33382  -0.81
H: 2.15647 -3.57420 -1.24075  -0.05
H: 2.63401 -5.16069 -1.79777  0.43
H: 2.31587 -4.93323 -0.13419  0.41
H: -0.21244 -4.47960 -0.64923  -0.15
H: 0.66239 -4.85843 -3.39970  0.27
H: 0.02168 -3.37572 -2.74855  0.35
H: -1.67333 -3.88265 -4.93590  0.46
H: -2.90489 -4.97975 -4.40740  0.32
H: -1.37035 -5.56746 -5.08006  0.32
H: -0.50456 -6.54651 -1.69555  0.35
H: 1.07560 -6.56255 -2.08742  0.40
C: 0.89946 -1.25088 4.94961  -1.64
C: -0.13938 -0.72858 3.90553  0.50
C: -0.72313 0.70210 4.23338  -0.42
O: -1.90924 1.17380 3.51466  -0.05
C: -2.98921 0.28272 3.35248  -0.29
N: 0.52133 -0.62596 2.65493  -0.34
H: 1.69266 -0.51129 5.05884  0.32
H: 1.23456 -2.21872 4.57665  0.49
H: 0.42516 -1.30630 5.92944  0.39
H: -0.97587 -1.42574 3.85694  0.28
H: 0.02072 1.46263 3.99596  -0.19
H: -0.97441 0.77012 5.29184  0.48
H: -2.65379 -0.61770 2.83784  -0.22
H: -3.79663 0.69510 2.74742  0.06
H: -3.47264 0.00183 4.28817  0.35
H: -0.21527 -0.60337 1.96427  0.16
H: 0.82888 -1.57311 2.48633  0.16
C: 1.17300 4.26937 3.55084  -1.58
C: 0.30404 4.81590 2.37414  0.51
C: -0.99363 4.00575 2.13921  0.55
O: -1.86442 4.66870 1.26329  -0.45
C: -2.96945 3.86381 0.85254  -0.60
N: -0.05746 6.24488 2.86519  -0.82
H: 1.40553 3.21357 3.41186  0.09
H: 0.58357 4.24007 4.46725  0.61
H: 2.10590 4.82512 3.64535  0.42
H: 1.00335 4.93611 1.54673  0.41
H: -1.51675 3.80644 3.07447  0.41
H: -0.74044 3.04812 1.68431  -0.83
H: -3.37564 3.33635 1.71562  0.22
H: -2.62925 3.02450 0.24598  0.05
H: -3.62841 4.39502 0.16575  0.45
H: -0.32385 6.09230 3.82740  0.32
H: 0.82062 6.68790 3.09501  0.28
C: 3.17205 3.29246 -2.66044  -1.87
C: 2.68174 3.02333 -1.19210  2.43
C: 3.48307 3.52318 -0.05237  -0.24
O: 4.62458 2.63326 0.13021  -0.21
C: 5.20654 2.61010 1.39461  -0.85
N: 1.31391 3.49294 -1.07896  -0.70
H: 2.57213 2.57763 -3.22367  0.36
H: 4.22864 3.16281 -2.89476  0.34
H: 2.79757 4.25919 -2.99703  0.48
H: 2.58102 1.93842 -1.22261  -0.95
H: 2.89857 3.61041 0.86351  -0.15
H: 3.92765 4.50777 -0.19734  0.33
H: 5.52052 3.59612 1.73710  0.30
H: 5.92962 1.79530 1.35804  0.27
H: 4.40723 2.30027 2.06783  0.31
H: 0.96858 2.86241 -0.36954  -0.24
H: 0.82365 3.13643 -1.88682  0.42
C: -6.03263 0.60778 -0.34660  -1.01
C: -6.35481 1.15763 -1.65976  0.16
C: -7.86005 1.28024 -1.90608  -0.80
O: -8.28563 -0.12534 -2.02082  0.00
C: -9.69562 -0.29586 -2.32655  -0.86
N: -5.79752 2.52390 -1.77166  -0.40
H: -6.85768 0.04246 0.08677  0.45
H: -5.73274 1.25161 0.48024  0.24
H: -5.15601 -0.03814 -0.39606  -0.05
H: -5.89256 0.52675 -2.41898  -0.07
H: -8.00895 1.83400 -2.83306  0.32
H: -8.48730 1.79420 -1.17773  0.32
H: -10.36928 -0.04917 -1.50593  0.29
H: -9.79348 -1.36334 -2.52410  0.27
H: -9.95108 0.14562 -3.28985  0.32
H: -4.79328 2.45689 -1.85606  0.27
H: -6.00605 3.02413 -2.62394  0.22
C: 6.45830 -4.60874 -0.72825  -1.42
C: 6.50061 -3.40466 -1.58907  0.47
C: 5.66665 -2.17262 -1.08672  -0.37
O: 5.60348 -1.24394 -2.10152  -0.34
C: 4.89785 -0.05285 -1.71601  0.66
N: 7.89750 -3.05214 -1.59452  -0.81
H: 5.41824 -4.93192 -0.68413  0.22
H: 6.69662 -4.49407 0.32916  0.32
H: 7.01356 -5.49115 -1.04628  0.41
H: 6.16660 -3.63295 -2.60122  0.34
H: 6.08788 -1.75228 -0.17350  0.17
H: 4.64964 -2.39877 -0.76636  0.10
H: 4.93148 0.71054 -2.49332  0.07
H: 5.25392 0.37140 -0.77722  0.21
H: 3.85065 -0.24299 -1.48080  -0.36
H: 7.70123 -2.29792 -2.23696  0.37
H: 8.12455 -2.60947 -0.71554  0.31
C: 0.97786 -0.90168 -0.77588  -0.34
C: -0.07611 0.13991 -0.79375  0.09
C: -1.49723 -0.41421 -0.66809  -0.42
O: -1.75878 -0.88110 0.65793  0.97
C: -2.56696 -2.06191 0.65390  -1.82
N: 0.19009 1.06713 0.19930  0.72
H: 0.83161 -1.63850 -1.56569  -0.10
H: 1.08284 -1.38503 0.19543  -0.26
H: 1.94487 -0.42059 -0.92274  -0.48
H: -0.07276 0.69656 -1.73089  -0.04
H: -1.74524 -1.06269 -1.50837  0.77
H: -2.23181 0.39026 -0.70439  -0.44
H: -2.89232 -2.54806 1.57363  0.22
H: -2.20233 -2.79883 -0.06171  0.19
H: -3.58076 -1.81068 0.34214  0.22
H: -0.63585 1.60764 0.41326  -0.43
H: 0.41460 0.60948 1.07123  0.13

---

No. 3
Entry from OMol25: C9H3Cu4F13N2O17S4 as an isolated structure at a distorted geometry (the ωB97M-V functional and the def2-TZVPD basis).

HOMO energy (alpha / beta), Ha: -0.5355 / -0.5243
Gap between HOMO and LUMO (alpha / beta), eV: 6.60 / 3.78
Charge: +2
ΔE to the lowest compared entry with this formula, charge and spin, kJ/mol: 1547.0
Spin multiplicity: 5

Each line ends with the Mulliken charge.
Geometry (Å):
Cu: 1.09274 -0.23772 3.44761  0.96
Cu: 0.14614 3.24603 -1.55489  0.94
Cu: 3.95567 4.41983 2.17138  0.96
Cu: -0.36534 7.58124 0.10847  0.95
C: 3.91744 -2.55146 -0.57862  0.68
F: 4.22860 -1.25241 -0.77544  -0.18
F: 2.57782 -2.83805 -0.71117  -0.17
F: 4.57405 -3.42770 -1.39619  -0.16
S: 4.48408 -2.95870 1.22042  0.84
O: 3.64317 -4.12523 1.70656  -0.55
O: 5.83181 -3.26995 0.94642  -0.41
N: 4.04642 -1.45643 2.11342  -0.12
S: 5.41109 -0.70477 2.29764  0.93
O: 6.36814 -0.63801 1.15398  -0.44
O: 4.97661 0.61307 2.71758  -0.61
C: 6.28139 -1.52665 3.83905  0.73
F: 6.18168 -2.90565 3.79244  -0.20
F: 7.60349 -1.27974 3.80846  -0.18
F: 5.72944 -1.09539 4.91351  -0.16
C: -5.13518 3.20230 -0.95618  0.76
F: -6.36715 3.77062 -0.78109  -0.23
F: -4.63356 3.43210 0.22476  -0.21
F: -5.34452 1.99292 -1.13877  -0.16
S: -3.99022 3.92151 -2.41683  0.92
O: -4.88508 4.26625 -3.46169  -0.49
O: -3.24241 5.09097 -1.85891  -0.58
N: -2.89651 2.59403 -2.72764  -0.12
S: -3.82877 1.71809 -3.72559  0.84
O: -5.26839 1.60527 -3.60892  -0.39
O: -3.34468 1.78124 -5.13118  -0.38
C: -3.35430 -0.03570 -3.04157  0.70
F: -3.34571 -0.05562 -1.68621  -0.22
F: -4.19665 -1.01761 -3.53602  -0.21
F: -2.12277 -0.40524 -3.38288  -0.22
C: -0.08590 3.05884 2.10493  0.79
O: -0.38906 4.06637 1.48141  -0.61
O: 0.84079 3.08026 2.87360  -0.58
O: -0.04191 2.03274 1.41822  -0.53
C: 2.71095 5.92794 -1.16662  0.83
O: 3.00061 4.80819 -0.80011  -0.49
O: 1.61672 5.89225 -1.75260  -0.71
O: 2.61350 6.50149 -0.05705  -0.53
C: -2.73467 -5.63699 -0.50108  -0.35
C: -3.63569 -5.82801 0.65165  0.35
O: -3.13141 -5.00186 1.67275  -0.30
C: -2.24062 -4.17105 1.13383  0.70
O: -1.66270 -3.14062 1.58725  -0.62
O: -2.00664 -4.59137 -0.12957  -0.29
F: -3.67071 -7.05133 1.16225  -0.27
H: -3.20323 -5.44468 -1.46627  0.24
H: -2.07938 -6.50136 -0.60855  0.27
H: -4.62921 -5.45426 0.40401  0.28